Entry 1:
Formula: C28H50N3O4
Source: OMol25
Level of theory: the ωB97M-V functional and the def2-TZVPD basis

Calculated values
- LUMO (eV) = -2.52
- SMILES string = CC(=O)N(C)[N@@H+]1[C@H](C[C@H](C)OCc2ccccc2)CN[C@@H](OC[C@@H](C)CC(C)C)[C@H]1CCCCO
- HOMO-LUMO gap (eV) = 8.62
- charge = +1
- M (g/mol) = 492.7
- largest force on an atom (eV/Å) = 0.75

Element x y z (Å)
1 C 2.06 4.10 2.46
2 C 1.01 3.99 1.40
3 O 0.74 4.87 0.63
4 N 0.30 2.74 1.23
5 C 0.25 1.82 2.36
6 N 0.59 2.18 -0.05
7 C -0.58 1.38 -0.64
8 C -1.93 1.95 -0.22
9 C -3.04 1.48 -1.17
10 C -4.03 2.59 -1.52
11 O -3.69 0.40 -0.51
12 C -4.25 -0.57 -1.39
13 C -5.41 -1.26 -0.74
14 C -5.40 -1.52 0.63
15 C -6.49 -2.15 1.22
16 C -7.59 -2.52 0.45
17 C -7.59 -2.28 -0.91
18 C -6.50 -1.65 -1.50
19 C -0.44 -0.12 -0.41
20 N 0.84 -0.63 -0.87
21 C 1.88 -0.02 -0.08
22 O 3.16 -0.46 -0.38
23 C 3.35 -1.88 -0.34
24 C 3.32 -2.48 1.08
25 C 3.77 -1.46 2.14
26 C 1.96 -3.15 1.35
27 C 1.67 -3.66 2.77
28 C 2.86 -4.40 3.41
29 C 1.11 -2.56 3.70
30 C 1.96 1.52 -0.15
31 C 2.75 2.12 -1.31
32 C 2.18 1.98 -2.74
33 C 3.20 1.33 -3.70
34 C 2.83 1.47 -5.18
35 O 2.62 0.21 -5.81
36 H 1.71 4.74 3.28
37 H 2.92 4.60 2.02
38 H 2.39 3.14 2.86
39 H -0.63 1.18 2.27
40 H 0.09 2.43 3.25
41 H 1.15 1.23 2.51
42 H 0.65 3.00 -0.66
43 H -0.50 1.54 -1.72
44 H -1.89 3.04 -0.17
45 H -2.20 1.56 0.76
46 H -2.60 1.09 -2.10
47 H -4.54 2.40 -2.46
48 H -3.51 3.54 -1.64
49 H -4.77 2.70 -0.73
50 H -4.60 -0.09 -2.31
51 H -3.47 -1.30 -1.67
52 H -4.55 -1.23 1.22
53 H -6.49 -2.34 2.28
54 H -8.43 -3.00 0.93
55 H -8.43 -2.57 -1.52
56 H -6.51 -1.46 -2.57
57 H -0.56 -0.39 0.64
58 H -1.25 -0.60 -0.95
59 H 0.97 -0.49 -1.86
60 H 1.63 -0.26 0.96
61 H 2.63 -2.39 -0.97
62 H 4.33 -2.04 -0.78
63 H 4.06 -3.28 1.08
64 H 4.50 -0.77 1.73
65 H 4.22 -1.97 2.99
66 H 2.94 -0.87 2.53
67 H 1.92 -4.02 0.69
68 H 1.14 -2.50 1.03
69 H 0.87 -4.39 2.66
70 H 3.45 -3.76 4.06
71 H 3.50 -4.87 2.66
72 H 2.48 -5.21 4.04
73 H 0.92 -1.65 3.13
74 H 0.16 -2.86 4.14
75 H 1.82 -2.31 4.50
76 H 2.51 1.81 0.75
77 H 3.76 1.73 -1.26
78 H 2.84 3.19 -1.09
79 H 1.29 1.36 -2.77
80 H 1.93 2.96 -3.15
81 H 3.23 0.26 -3.47
82 H 4.20 1.71 -3.49
83 H 3.63 1.97 -5.71
84 H 1.94 2.09 -5.28
85 H 1.68 0.03 -5.85

***

Entry 2:
Formula: C28H51AsClN5O3PSr
Source: OMol25
Level of theory: the ωB97M-V functional and the def2-TZVPD basis

Calculated values
- LUMO (eV) = 2.27
- HOMO-LUMO gap (eV) = 5.65
- charge = -1
- M (g/mol) = 734.7
- largest force on an atom (eV/Å) = 0.86

Element x y z (Å)
1 Sr 0.09 0.96 -0.60
2 N 1.33 -0.59 3.82
3 C 1.42 -2.03 3.62
4 C 0.64 -2.57 2.41
5 C 1.14 -1.91 1.13
6 O 2.22 -2.28 0.64
7 O 0.43 -0.93 0.71
8 H 1.70 -0.11 3.00
9 H 0.36 -0.31 3.88
10 H 1.06 -2.53 4.52
11 H 2.47 -2.30 3.50
12 H -0.42 -2.36 2.53
13 H 0.79 -3.65 2.33
14 N -0.25 0.21 -2.84
15 P -0.86 -0.86 -3.73
16 N -0.61 -2.43 -3.19
17 C -1.42 -3.56 -3.60
18 C -2.32 -4.01 -2.44
19 C -1.51 -4.05 -1.12
20 C -0.01 -4.02 -1.39
21 C 0.36 -2.74 -2.14
22 N -2.52 -0.73 -4.01
23 C -3.25 -1.11 -5.21
24 C -4.60 -1.72 -4.83
25 C -5.49 -0.68 -4.12
26 C -4.63 0.37 -3.40
27 C -3.33 -0.24 -2.90
28 N -0.33 -1.00 -5.35
29 C 0.96 -1.68 -5.50
30 C 1.49 -1.51 -6.92
31 C 1.80 -0.03 -7.21
32 C 0.91 0.88 -6.37
33 C -0.45 0.24 -6.14
34 H -0.79 -4.38 -3.94
35 H -2.03 -3.28 -4.46
36 H -2.76 -4.98 -2.67
37 H -3.14 -3.30 -2.35
38 H -1.78 -4.94 -0.55
39 H -1.77 -3.18 -0.50
40 H 0.28 -4.91 -1.96
41 H 0.56 -4.04 -0.46
42 H 1.38 -2.83 -2.54
43 H 0.37 -1.92 -1.42
44 H -2.66 -1.81 -5.79
45 H -3.43 -0.25 -5.87
46 H -4.42 -2.57 -4.18
47 H -5.10 -2.10 -5.73
48 H -6.13 -1.19 -3.40
49 H -6.15 -0.19 -4.84
50 H -5.17 0.81 -2.57
51 H -4.37 1.18 -4.09
52 H -3.57 -1.06 -2.19
53 H -2.75 0.49 -2.34
54 H 0.83 -2.74 -5.27
55 H 1.71 -1.29 -4.79
56 H 0.72 -1.88 -7.61
57 H 2.37 -2.13 -7.06
58 H 1.66 0.17 -8.28
59 H 2.86 0.17 -7.00
60 H 0.79 1.86 -6.85
61 H 1.35 1.06 -5.39
62 H -0.93 0.02 -7.11
63 H -1.10 0.92 -5.60
64 C 2.04 2.54 -2.97
65 As 3.06 1.68 -1.57
66 C 2.96 -0.22 -1.83
67 C 4.90 2.22 -1.74
68 O 2.36 2.10 -0.11
69 H 2.65 2.75 -3.84
70 H 1.67 3.47 -2.54
71 H 1.21 1.86 -3.20
72 H 3.84 -0.60 -2.34
73 H 2.05 -0.42 -2.40
74 H 2.88 -0.71 -0.85
75 H 5.28 1.91 -2.71
76 H 5.47 1.74 -0.94
77 H 4.97 3.30 -1.63
78 Cl -3.47 -0.24 0.60
79 C -2.65 0.72 1.83
80 C -2.58 0.20 3.10
81 C -1.90 0.88 4.11
82 C -1.30 2.09 3.77
83 C -1.38 2.61 2.50
84 C -2.08 1.95 1.44
85 C -2.09 2.46 0.11
86 H -3.05 -0.76 3.30
87 H -1.84 0.47 5.11
88 H -0.75 2.65 4.53
89 H -0.89 3.55 2.27
90 H -1.83 3.51 0.00
91 H -2.87 2.11 -0.55

***

Entry 3:
Formula: C28H51BBr20OS
Source: OMol25
Level of theory: the ωB97M-V functional and the def2-TZVPD basis

Calculated values
- LUMO (eV) = 0.10
- SMILES string = OB(S)CCc1ccccc1.BrCCBr.BrCCBr.BrCCBr.BrCCBr.BrCCBr.BrCCBr.BrCCBr.BrCCBr.BrCCBr.BrCCBr
- HOMO-LUMO gap (eV) = 9.08
- charge = 0
- M (g/mol) = 2044.7
- largest force on an atom (eV/Å) = 0.81

Element x y z (Å)
1 O -5.17 -0.89 -7.26
2 B -5.79 -1.67 -6.33
3 S -5.33 -3.44 -6.39
4 C -6.85 -1.13 -5.28
5 C -7.90 -0.21 -5.95
6 C -9.33 -0.73 -6.00
7 C -10.33 0.16 -6.35
8 C -11.66 -0.23 -6.45
9 C -12.00 -1.55 -6.22
10 C -11.02 -2.45 -5.85
11 C -9.69 -2.05 -5.74
12 H -5.32 0.05 -7.10
13 H -5.65 -3.75 -5.13
14 H -7.31 -1.99 -4.79
15 H -6.31 -0.57 -4.52
16 H -7.61 -0.03 -6.99
17 H -7.90 0.77 -5.46
18 H -10.07 1.20 -6.54
19 H -12.40 0.50 -6.75
20 H -13.03 -1.88 -6.32
21 H -11.27 -3.50 -5.66
22 H -8.95 -2.78 -5.46
23 Br -3.56 0.56 -1.70
24 C -3.12 -0.06 -3.48
25 C -2.87 1.10 -4.41
26 Br -4.51 1.98 -4.96
27 H -3.94 -0.70 -3.80
28 H -2.22 -0.65 -3.38
29 H -2.41 0.74 -5.33
30 H -2.24 1.86 -3.96
31 Br -13.42 -6.37 -8.11
32 C -11.68 -7.25 -8.15
33 C -11.01 -7.21 -6.80
34 Br -10.29 -5.44 -6.42
35 H -11.10 -6.75 -8.92
36 H -11.88 -8.27 -8.44
37 H -10.16 -7.89 -6.78
38 H -11.69 -7.45 -5.99
39 Br 1.37 2.10 1.80
40 C -0.17 2.85 0.88
41 C -0.62 1.99 -0.27
42 Br 0.55 2.17 -1.81
43 H 0.12 3.85 0.56
44 H -0.95 2.92 1.63
45 H -1.60 2.31 -0.62
46 H -0.65 0.94 -0.01
47 Br -1.59 4.99 -2.99
48 C -1.21 4.39 -4.80
49 C -1.01 5.55 -5.74
50 Br -2.70 6.40 -6.22
51 H -2.04 3.76 -5.11
52 H -0.30 3.80 -4.73
53 H -0.58 5.21 -6.68
54 H -0.38 6.33 -5.32
55 Br 3.59 0.85 4.28
56 C 3.05 -0.89 3.63
57 C 3.56 -2.00 4.51
58 Br 5.46 -2.33 4.23
59 H 3.40 -0.97 2.61
60 H 1.96 -0.87 3.63
61 H 3.07 -2.94 4.27
62 H 3.44 -1.78 5.57
63 Br 9.25 1.17 5.09
64 C 7.69 1.92 4.19
65 C 7.24 1.06 3.04
66 Br 8.41 1.26 1.49
67 H 7.96 2.92 3.88
68 H 6.92 1.97 4.95
69 H 6.26 1.36 2.70
70 H 7.23 0.00 3.29
71 Br 2.09 -5.60 6.27
72 C 0.73 -4.91 7.48
73 C 0.55 -3.43 7.32
74 Br 2.00 -2.43 8.15
75 H 1.03 -5.19 8.48
76 H -0.19 -5.44 7.22
77 H -0.36 -3.10 7.83
78 H 0.51 -3.12 6.28
79 Br 13.26 1.24 5.74
80 C 13.64 0.60 3.94
81 C 13.82 1.74 2.98
82 Br 12.12 2.55 2.49
83 H 12.83 -0.06 3.66
84 H 14.56 0.03 4.03
85 H 14.25 1.39 2.05
86 H 14.44 2.54 3.38
87 Br -2.38 0.77 11.05
88 C -0.81 -0.34 11.34
89 C -0.74 -1.48 10.37
90 Br -2.00 -2.90 10.83
91 H -0.84 -0.67 12.37
92 H 0.05 0.32 11.19
93 H 0.23 -1.95 10.39
94 H -0.97 -1.18 9.35
95 Br 17.04 4.68 3.03
96 C 15.64 5.66 3.95
97 C 14.72 6.35 2.99
98 Br 15.53 7.94 2.22
99 H 16.14 6.36 4.62
100 H 15.10 4.92 4.53
101 H 13.83 6.70 3.51
102 H 14.43 5.72 2.16

***

Entry 4:
Formula: C28H51ClF8IN4O7P
Source: OMol25
Level of theory: the ωB97M-V functional and the def2-TZVPD basis

Calculated values
- LUMO (eV) = -0.05
- SMILES string = CC[C@H](I)[C@](Cl)(CCOCC(F)(F)C(F)(F)C(F)(F)C(F)F)OC(=O)P(CC)CC.CN(C)C=O.CN(C)C=O.CN(C)C=O.CN(C)C=O
- HOMO-LUMO gap (eV) = 8.60
- charge = 0
- M (g/mol) = 901.1
- largest force on an atom (eV/Å) = 1.43

Element x y z (Å)
1 C -4.73 -4.18 -1.60
2 C -3.22 -4.30 -1.85
3 C -2.45 -4.64 -0.58
4 I -3.00 -3.44 1.11
5 C -0.91 -4.71 -0.78
6 Cl -0.24 -5.78 0.51
7 C -0.15 -3.39 -0.66
8 C -0.51 -2.35 -1.71
9 O -1.45 -1.38 -1.29
10 C -0.88 -0.47 -0.40
11 C -0.80 0.93 -1.00
12 F -0.22 0.88 -2.23
13 F 0.01 1.70 -0.21
14 C -2.16 1.68 -1.13
15 F -3.17 0.79 -1.26
16 F -2.14 2.45 -2.25
17 C -2.49 2.60 0.08
18 F -2.22 1.96 1.25
19 F -3.83 2.81 0.04
20 C -1.79 3.98 0.04
21 F -0.73 3.96 0.88
22 F -2.65 4.93 0.50
23 O -0.57 -5.18 -2.07
24 C -0.90 -6.44 -2.42
25 O -1.63 -7.16 -1.79
26 P -0.10 -6.95 -4.04
27 C -1.63 -6.97 -5.08
28 C -1.87 -5.54 -5.60
29 C 0.37 -8.70 -3.75
30 C -0.75 -9.74 -3.94
31 H -5.02 -3.15 -1.45
32 H -5.26 -4.51 -2.50
33 H -5.07 -4.80 -0.77
34 H -2.90 -3.36 -2.28
35 H -3.08 -5.11 -2.56
36 H -2.74 -5.64 -0.30
37 H 0.89 -3.66 -0.87
38 H -0.15 -3.02 0.36
39 H -0.85 -2.82 -2.63
40 H 0.41 -1.84 -1.98
41 H -1.49 -0.42 0.50
42 H 0.14 -0.74 -0.13
43 H -1.48 4.28 -0.96
44 H -2.47 -7.25 -4.44
45 H -1.54 -7.70 -5.87
46 H -1.45 -4.83 -4.89
47 H -1.34 -5.40 -6.54
48 H -2.93 -5.35 -5.72
49 H 1.13 -8.89 -4.51
50 H 0.85 -8.81 -2.79
51 H -0.45 -10.69 -3.52
52 H -1.68 -9.40 -3.49
53 H -0.94 -9.87 -5.00
54 C -2.94 3.14 4.09
55 N -2.83 3.14 5.53
56 C -1.57 3.50 6.15
57 C -3.86 2.82 6.34
58 O -3.81 2.81 7.55
59 H -2.23 2.43 3.66
60 H -2.73 4.14 3.70
61 H -3.94 2.85 3.79
62 H -1.20 2.68 6.76
63 H -1.69 4.37 6.80
64 H -0.84 3.73 5.37
65 H -4.78 2.56 5.78
66 C 4.08 -1.68 3.09
67 N 3.26 -1.12 2.03
68 C 2.75 0.24 2.18
69 C 2.96 -1.80 0.92
70 O 2.27 -1.36 0.01
71 H 3.52 -1.71 4.02
72 H 4.98 -1.08 3.23
73 H 4.37 -2.70 2.83
74 H 1.66 0.24 2.14
75 H 3.12 0.86 1.36
76 H 3.09 0.65 3.12
77 H 3.38 -2.81 0.90
78 C 1.69 4.87 -0.70
79 N 2.96 4.58 -1.33
80 C 3.70 5.67 -1.95
81 C 3.48 3.34 -1.35
82 O 4.54 3.04 -1.85
83 H 1.00 5.29 -1.44
84 H 1.83 5.60 0.10
85 H 1.26 3.97 -0.28
86 H 3.86 5.45 -3.01
87 H 4.68 5.77 -1.48
88 H 3.16 6.60 -1.85
89 H 2.83 2.59 -0.85
90 C 2.57 7.01 3.03
91 N 3.48 7.78 2.21
92 C 4.84 8.00 2.67
93 C 3.11 8.32 1.03
94 O 3.83 8.97 0.31
95 H 2.44 7.48 4.01
96 H 2.95 6.00 3.18
97 H 1.60 6.95 2.55
98 H 5.04 9.06 2.77
99 H 5.55 7.59 1.95
100 H 4.98 7.51 3.63
101 H 2.06 8.10 0.77

***

Entry 5:
Formula: C28H52BClO23P2
Source: OMol25
Level of theory: the ωB97M-V functional and the def2-TZVPD basis

Calculated values
- LUMO (eV) = -0.20
- HOMO-LUMO gap (eV) = 8.23
- charge = 0
- M (g/mol) = 864.9
- largest force on an atom (eV/Å) = 5.76

Element x y z (Å)
1 C 0.77 -2.08 5.87
2 C 2.21 -2.78 5.57
3 O 2.19 -3.61 4.38
4 B 1.77 -2.84 3.21
5 O 2.55 -1.68 2.88
6 O 0.64 -3.35 2.46
7 P -0.53 -2.16 2.14
8 O -1.86 -2.68 2.72
9 O -0.70 -2.06 0.45
10 C 0.34 -1.20 -0.14
11 O 1.53 -2.01 -0.20
12 C 2.53 -1.42 -1.03
13 C 3.10 0.00 -0.64
14 C 4.21 0.72 -1.48
15 C 4.79 2.17 -1.14
16 C 4.75 -0.08 -2.73
17 C 4.19 -1.47 -3.12
18 C 3.04 -2.16 -2.29
19 C 2.53 -3.57 -2.83
20 C 2.11 -4.63 -1.70
21 C 1.41 -3.30 -3.95
22 O -0.22 -0.66 2.91
23 P -1.48 0.49 2.67
24 O -2.64 -0.04 1.54
25 Cl -2.60 0.64 4.50
26 H 0.77 -1.05 5.37
27 H -0.07 -2.77 5.52
28 H 0.70 -2.01 7.02
29 H 2.39 -3.48 6.47
30 H 3.07 -2.02 5.59
31 H 2.29 -0.96 3.50
32 H 0.46 -0.23 0.48
33 H 0.00 -0.84 -1.19
34 H 2.69 0.55 0.27
35 H 4.87 2.36 -0.02
36 H 4.02 2.93 -1.54
37 H 5.76 2.39 -1.72
38 H 5.59 0.40 -3.36
39 H 4.60 -2.03 -4.04
40 H 3.43 -4.05 -3.39
41 H 2.66 -4.50 -0.70
42 H 0.98 -4.52 -1.45
43 H 2.23 -5.68 -2.14
44 H 1.89 -2.57 -4.71
45 H 0.52 -2.71 -3.51
46 H 1.10 -4.21 -4.55
47 H -3.40 -0.50 1.96
48 C -0.78 7.71 5.74
49 O -1.51 6.53 6.03
50 C -1.55 5.64 5.02
51 O -1.04 5.77 3.94
52 O -2.26 4.58 5.43
53 C -2.39 3.55 4.45
54 H -0.81 8.35 6.62
55 H 0.27 7.48 5.51
56 H -1.24 8.25 4.90
57 H -1.41 3.15 4.18
58 H -2.92 3.92 3.57
59 H -2.98 2.74 4.89
60 C -3.42 -5.77 9.49
61 O -2.58 -5.23 8.47
62 C -3.19 -5.04 7.29
63 O -4.35 -5.28 7.05
64 O -2.29 -4.54 6.43
65 C -2.80 -4.28 5.12
66 H -2.83 -5.88 10.40
67 H -4.25 -5.08 9.70
68 H -3.80 -6.75 9.20
69 H -3.60 -3.54 5.16
70 H -3.15 -5.21 4.66
71 H -1.99 -3.88 4.52
72 C -2.66 -3.08 -4.48
73 O -1.83 -2.55 -5.51
74 C -2.45 -2.37 -6.68
75 O -3.61 -2.61 -6.92
76 O -1.56 -1.87 -7.56
77 C -2.09 -1.62 -8.86
78 H -2.06 -3.18 -3.58
79 H -3.49 -2.39 -4.26
80 H -3.04 -4.06 -4.76
81 H -2.89 -0.88 -8.82
82 H -2.44 -2.55 -9.31
83 H -1.28 -1.22 -9.47
84 C 6.58 2.82 -7.52
85 O 5.26 3.29 -7.83
86 C 4.36 3.05 -6.87
87 O 4.56 2.48 -5.82
88 O 3.18 3.54 -7.28
89 C 2.11 3.35 -6.35
90 H 7.22 3.07 -8.37
91 H 6.97 3.31 -6.63
92 H 6.57 1.73 -7.40
93 H 2.32 3.86 -5.41
94 H 1.93 2.29 -6.17
95 H 1.21 3.79 -6.78
96 C -5.17 3.44 -1.98
97 O -3.95 4.18 -1.84
98 C -3.92 4.99 -0.77
99 O -4.81 5.14 0.04
100 O -2.74 5.62 -0.76
101 C -2.56 6.53 0.33
102 H -5.08 2.82 -2.87
103 H -5.33 2.79 -1.11
104 H -6.01 4.12 -2.11
105 H -2.62 6.00 1.29
106 H -3.31 7.33 0.29
107 H -1.57 6.97 0.24

***

> Which of these has the lowest charge?

C28H51AsClN5O3PSr

***

Copy entry 2 word for word.
Formula: C28H51AsClN5O3PSr
Source: OMol25
Level of theory: the ωB97M-V functional and the def2-TZVPD basis

Calculated values
- LUMO (eV) = 2.27
- HOMO-LUMO gap (eV) = 5.65
- charge = -1
- M (g/mol) = 734.7
- largest force on an atom (eV/Å) = 0.86

Element x y z (Å)
1 Sr 0.09 0.96 -0.60
2 N 1.33 -0.59 3.82
3 C 1.42 -2.03 3.62
4 C 0.64 -2.57 2.41
5 C 1.14 -1.91 1.13
6 O 2.22 -2.28 0.64
7 O 0.43 -0.93 0.71
8 H 1.70 -0.11 3.00
9 H 0.36 -0.31 3.88
10 H 1.06 -2.53 4.52
11 H 2.47 -2.30 3.50
12 H -0.42 -2.36 2.53
13 H 0.79 -3.65 2.33
14 N -0.25 0.21 -2.84
15 P -0.86 -0.86 -3.73
16 N -0.61 -2.43 -3.19
17 C -1.42 -3.56 -3.60
18 C -2.32 -4.01 -2.44
19 C -1.51 -4.05 -1.12
20 C -0.01 -4.02 -1.39
21 C 0.36 -2.74 -2.14
22 N -2.52 -0.73 -4.01
23 C -3.25 -1.11 -5.21
24 C -4.60 -1.72 -4.83
25 C -5.49 -0.68 -4.12
26 C -4.63 0.37 -3.40
27 C -3.33 -0.24 -2.90
28 N -0.33 -1.00 -5.35
29 C 0.96 -1.68 -5.50
30 C 1.49 -1.51 -6.92
31 C 1.80 -0.03 -7.21
32 C 0.91 0.88 -6.37
33 C -0.45 0.24 -6.14
34 H -0.79 -4.38 -3.94
35 H -2.03 -3.28 -4.46
36 H -2.76 -4.98 -2.67
37 H -3.14 -3.30 -2.35
38 H -1.78 -4.94 -0.55
39 H -1.77 -3.18 -0.50
40 H 0.28 -4.91 -1.96
41 H 0.56 -4.04 -0.46
42 H 1.38 -2.83 -2.54
43 H 0.37 -1.92 -1.42
44 H -2.66 -1.81 -5.79
45 H -3.43 -0.25 -5.87
46 H -4.42 -2.57 -4.18
47 H -5.10 -2.10 -5.73
48 H -6.13 -1.19 -3.40
49 H -6.15 -0.19 -4.84
50 H -5.17 0.81 -2.57
51 H -4.37 1.18 -4.09
52 H -3.57 -1.06 -2.19
53 H -2.75 0.49 -2.34
54 H 0.83 -2.74 -5.27
55 H 1.71 -1.29 -4.79
56 H 0.72 -1.88 -7.61
57 H 2.37 -2.13 -7.06
58 H 1.66 0.17 -8.28
59 H 2.86 0.17 -7.00
60 H 0.79 1.86 -6.85
61 H 1.35 1.06 -5.39
62 H -0.93 0.02 -7.11
63 H -1.10 0.92 -5.60
64 C 2.04 2.54 -2.97
65 As 3.06 1.68 -1.57
66 C 2.96 -0.22 -1.83
67 C 4.90 2.22 -1.74
68 O 2.36 2.10 -0.11
69 H 2.65 2.75 -3.84
70 H 1.67 3.47 -2.54
71 H 1.21 1.86 -3.20
72 H 3.84 -0.60 -2.34
73 H 2.05 -0.42 -2.40
74 H 2.88 -0.71 -0.85
75 H 5.28 1.91 -2.71
76 H 5.47 1.74 -0.94
77 H 4.97 3.30 -1.63
78 Cl -3.47 -0.24 0.60
79 C -2.65 0.72 1.83
80 C -2.58 0.20 3.10
81 C -1.90 0.88 4.11
82 C -1.30 2.09 3.77
83 C -1.38 2.61 2.50
84 C -2.08 1.95 1.44
85 C -2.09 2.46 0.11
86 H -3.05 -0.76 3.30
87 H -1.84 0.47 5.11
88 H -0.75 2.65 4.53
89 H -0.89 3.55 2.27
90 H -1.83 3.51 0.00
91 H -2.87 2.11 -0.55